Entry 1:
Entry from the Open Molecules 2025 dataset: a molecular structure, C3H6OSi at a distorted geometry (the ωB97M-V functional and the def2-TZVPD basis).

Properties
Kohn-Sham gap = 10.992 eV
HOMO = -10.0 eV
Calculated total energy = -13131.573 eV
ΔE to the lowest compared entry with this formula, charge and spin = 0.925 eV

CARTESIAN COORDINATES (ANGSTROEM)
C1 1.086405 0.458475 -0.000884
C2 0.524887 -0.098159 1.040691
C3 0.373750 0.510351 -1.286161
O1 -1.091263 -0.432107 -0.924354
Si1 -1.227388 -0.767875 0.684533
H1 1.839498 1.183945 -0.194493
H2 1.078749 -0.132458 2.043902
H3 -0.032943 1.467133 -1.657877
H4 0.773330 -0.084944 -2.048756
H5 -1.215408 -2.236026 1.050972
H6 -2.109615 0.131667 1.292428

Cartesian forces, eV/Å:
-1.00 1.37 -1.80
0.75 -0.84 3.17
-4.82 -1.94 1.57
1.83 1.44 -1.25
3.35 -0.45 -1.51
1.81 0.12 1.20
-0.83 0.29 -1.49
0.30 -0.43 0.42
0.62 -0.74 -1.17
-0.57 0.63 -0.14
-1.46 0.55 0.99


Entry 2:
Entry from the Open Molecules 2025 dataset: a molecular structure, C52H45N6O9S2Ta at a distorted geometry (the ωB97M-V functional and the def2-TZVPD basis).

Properties
Kohn-Sham gap = 6.711 eV
HOMO = -7.9 eV
Calculated total energy = -105244.485 eV
ΔE to the lowest compared entry with this formula, charge and spin = 0.000 eV

CARTESIAN COORDINATES (ANGSTROEM)
Ta1 1.094133 -0.735996 0.199257
N1 1.069324 -5.257077 1.468322
C1 1.245753 -4.026293 1.014520
S1 0.045406 -2.776753 1.376235
N2 2.411640 -3.818016 0.495301
N3 2.587967 -2.489028 0.057562
C2 3.899925 -2.322548 -0.296537
C3 4.299925 -1.622133 -1.432919
C4 5.657531 -1.667401 -2.005005
C5 5.968633 -0.836322 -3.056388
C6 4.942454 -0.025732 -3.671855
C7 3.635998 -0.101510 -3.259279
C8 3.304150 -0.869586 -2.144383
O1 2.080487 -0.685508 -1.674685
H1 0.276401 -5.590489 2.053916
H2 1.846658 -5.896489 1.249989
H3 4.664597 -2.926349 0.205246
H4 6.379800 -2.413648 -1.632986
H5 7.008924 -0.811602 -3.467713
H6 5.196361 0.671930 -4.472349
H7 2.869572 0.512403 -3.733172
C9 -5.897689 -0.129218 0.301310
C10 -4.623743 -0.959946 0.260513
C11 -4.875872 -2.466284 0.494405
O2 -3.930168 -0.771437 -0.981810
C12 -2.666932 -0.284057 -0.732640
C13 -2.396626 -0.443049 0.727884
O3 -3.736843 -0.495579 1.312118
C14 -1.503172 0.618331 1.432561
O4 -0.149683 0.267755 1.218661
C15 -1.716817 0.556113 2.980224
C16 -1.930307 -0.688931 3.505922
C17 -1.918499 -0.937440 4.852503
C18 -1.880296 0.178182 5.752238
C19 -1.787959 1.470527 5.232799
C20 -1.671392 1.671099 3.858755
C21 -1.830115 2.067002 1.001067
C22 -3.099729 2.656834 1.362633
C23 -3.549644 3.809886 0.776405
C24 -2.685602 4.430173 -0.179136
C25 -1.405993 3.945876 -0.429302
C26 -0.936734 2.787599 0.203947
C27 -1.612482 -0.867062 -1.732992
O5 -0.334330 -0.833992 -1.095872
C28 -1.703228 -0.028143 -2.985297
C29 -2.928180 0.407965 -3.511238
C30 -2.973935 1.313171 -4.562422
C31 -1.773209 1.633913 -5.203471
C32 -0.567026 1.009673 -4.824657
C33 -0.550487 0.141406 -3.741744
C34 -1.882864 -2.326580 -2.162592
C35 -3.132280 -2.821860 -2.600792
C36 -3.311372 -4.147338 -2.947585
C37 -2.191266 -4.982425 -3.080907
C38 -0.953427 -4.522819 -2.639842
C39 -0.799709 -3.179036 -2.203258
H8 -6.435260 -0.328188 -0.633599
H9 -5.663460 0.943580 0.329399
H10 -6.484829 -0.434038 1.161123
H11 -5.656993 -2.901810 -0.221356
H12 -5.159738 -2.537250 1.524548
H13 -3.963429 -2.955962 0.249262
H14 -2.680462 0.795450 -1.007966
H15 -1.824650 -1.330767 0.864645
H16 -2.088145 -1.575575 2.847986
H17 -1.949210 -1.966570 5.199001
H18 -1.865414 -0.057165 6.798704
H19 -1.850663 2.314315 5.871467
H20 -1.669312 2.663399 3.472438
H21 -3.696102 2.137536 2.135345
H22 -4.514364 4.221724 1.036476
H23 -3.083341 5.317717 -0.714438
H24 -0.725794 4.439533 -1.119449
H25 0.143304 2.509135 -0.033795
H26 -3.854632 0.092397 -3.039063
H27 -3.932343 1.710336 -4.933181
H28 -1.816445 2.412514 -5.987502
H29 0.289993 1.061135 -5.434376
H30 0.364027 -0.431342 -3.504889
H31 -3.920394 -2.140489 -2.736302
H32 -4.329987 -4.421127 -3.274736
H33 -2.349261 -5.958201 -3.554464
H34 -0.079913 -5.181827 -2.678842
H35 0.209263 -2.936088 -1.861907
N4 2.633802 -2.036653 7.067101
C40 2.746198 -0.752721 6.577694
S2 3.105198 0.556231 7.540731
C41 2.685671 -0.643591 5.087193
C42 2.967154 -1.779191 4.327038
C43 2.747416 -1.687273 2.955010
N5 2.259127 -0.600451 2.324184
C44 2.349029 0.593074 3.008464
C45 2.465507 0.588917 4.410335
H36 2.292868 -2.119144 8.004029
H37 2.078940 -2.637593 6.452478
H38 3.255957 -2.747911 4.788782
H39 2.953659 -2.530404 2.289861
H40 2.097481 1.496222 2.451586
H41 2.303314 1.508626 5.017494
O6 4.319828 1.279881 0.254581
C46 3.227254 1.566529 -0.225984
O7 2.112585 0.971899 0.187868
C47 3.114439 2.711571 -1.188902
C48 4.139852 3.727903 -1.112778
C49 4.018315 4.943549 -1.755040
C50 2.929624 5.077590 -2.661093
C51 2.029417 4.074416 -2.881095
C52 2.049256 2.903673 -2.076781
N6 2.710941 6.334322 -3.395960
O8 1.619136 6.400093 -4.005176
O9 3.651564 7.196152 -3.432470
H42 5.020350 3.490633 -0.442221
H43 4.626012 5.825874 -1.559979
H44 1.286812 4.229477 -3.640555
H45 1.212816 2.203762 -2.052387

Cartesian forces, eV/Å:
-0.17 -0.62 -1.94
-0.88 -2.83 1.00
0.05 1.67 0.74
0.68 -0.49 -0.38
0.17 1.40 -0.04
1.87 -0.23 -0.53
-1.88 -1.03 0.07
0.68 1.31 -1.62
-1.27 0.18 0.49
0.17 0.11 -0.55
0.59 -0.47 0.41
0.80 0.32 -0.97
-0.60 0.37 1.72
0.71 -0.65 0.05
1.10 0.75 -1.10
-0.86 0.42 0.39
-0.50 -0.29 -0.17
-0.35 0.69 0.05
-1.14 -0.08 0.40
0.06 -0.31 0.18
0.13 -0.23 0.21
0.51 0.00 -0.64
0.02 -0.25 0.47
-1.14 0.92 -1.76
-1.46 -0.49 0.93
1.15 2.04 -1.24
-0.71 0.49 0.73
0.94 -0.07 -1.44
-0.63 1.50 1.52
-0.55 0.41 0.26
-0.07 0.91 -0.33
0.14 -2.03 -0.56
-0.08 1.58 1.53
0.41 -1.45 -1.45
-0.12 -1.11 -0.49
-0.29 -1.62 -0.38
0.04 0.07 -0.28
0.88 -1.66 0.23
1.53 0.37 -1.00
-1.00 0.46 0.04
-0.31 0.20 0.34
0.42 -0.20 -0.49
-0.54 -1.04 0.86
-0.07 0.44 -0.17
0.45 -0.39 -0.82
-0.07 0.36 0.81
0.51 -0.31 -0.47
0.05 0.64 -0.14
-1.76 -0.27 0.12
0.49 0.19 -0.05
0.13 -0.13 0.10
1.28 -0.11 0.34
0.05 0.41 -0.91
-0.52 -0.14 0.34
-0.19 0.48 -0.38
0.42 -2.05 0.15
-0.13 -0.02 0.31
-0.01 -0.31 0.13
-0.19 0.14 0.06
0.86 0.78 1.12
-0.21 -0.55 0.50
0.82 -0.66 0.21
0.09 -0.32 0.48
-0.16 -1.20 0.32
0.35 0.94 0.54
-0.17 0.23 0.18
-0.15 0.34 0.44
0.12 0.63 0.58
0.32 0.54 -0.22
0.26 0.26 -0.71
0.02 0.10 -0.09
0.54 -0.62 0.37
-0.28 0.16 0.07
-1.79 -0.17 0.60
0.16 0.23 0.05
0.60 -0.21 0.30
0.29 -0.72 0.31
0.95 0.48 -0.61
-0.54 0.57 0.14
-0.97 0.51 0.15
0.78 -0.20 0.13
0.35 0.21 0.49
-0.29 0.32 -0.03
-0.51 0.35 -0.16
-1.08 0.26 -1.21
0.61 0.77 0.84
-0.42 -0.92 -0.58
0.37 0.47 -0.38
-0.31 -0.02 -0.28
-0.28 -0.23 -0.47
1.52 0.87 0.94
-1.46 -1.44 0.78
-0.05 -0.26 0.16
0.31 0.23 0.63
0.39 0.11 0.26
-0.06 0.94 -0.58
-0.37 0.12 0.57
0.10 -0.36 0.18
0.34 -0.81 -0.70
-1.13 0.21 -0.67
1.25 -0.67 1.18
0.33 1.09 -0.73
0.22 1.60 -0.66
0.39 -1.19 1.08
-1.14 0.11 -0.67
1.15 0.13 0.87
-0.46 -1.19 0.61
0.56 0.53 0.48
0.54 1.43 -1.51
2.52 0.76 1.18
-3.04 -2.42 0.22
-1.26 0.50 -0.79
0.19 -0.50 -0.14
-0.36 -0.10 0.03
0.26 0.04 -0.45


Entry 3:
Entry from the Open Molecules 2025 dataset: a molecular structure, C53H52BrN2O3P2SSiSn at a distorted geometry (the ωB97M-V functional and the def2-TZVPD basis).

Properties
Kohn-Sham gap (alpha / beta) = 4.166 / 4.372 eV
HOMO (alpha / beta) = -0.4 / -0.6 eV
Calculated total energy = -178092.086 eV
ΔE to the lowest compared entry with this formula, charge and spin = 4.457 eV
Net charge = -2
Spin multiplicity = 2

CARTESIAN COORDINATES (ANGSTROEM)
Sn1 0.748125 0.228447 -0.715802
C1 2.326221 3.093520 1.461993
P1 1.301889 3.878944 0.090861
C2 2.175431 3.839436 -1.502726
C3 1.478243 4.587176 -2.453166
C4 1.674062 4.492644 -3.821418
C5 2.487404 3.428296 -4.283011
C6 3.163791 2.614585 -3.435466
C7 3.167429 2.787786 -1.944961
C8 1.672982 5.626864 0.625717
C9 2.829906 6.312535 0.262424
C10 3.074852 7.590966 0.742427
C11 2.160566 8.212276 1.585492
C12 0.996097 7.546956 1.941653
C13 0.757002 6.264973 1.461849
C14 1.899634 1.707047 1.833016
C15 2.802796 0.580090 1.854159
C16 1.953979 -0.581107 2.229225
C17 0.627895 -0.007167 2.405982
C18 -0.519295 -0.844196 2.906924
P2 -2.102910 -0.014631 3.419624
C19 -3.282708 -0.156576 2.011926
C20 -3.058181 -0.793793 0.798993
C21 -4.061392 -0.825283 -0.165442
C22 -5.291932 -0.237866 0.069477
C23 -5.531563 0.377833 1.290139
C24 -4.537291 0.410979 2.249447
C25 -2.844005 -1.466081 4.304556
C26 -3.014872 -2.712046 3.696764
C27 -3.660999 -3.740670 4.360357
C28 -4.166720 -3.543978 5.640581
C29 -4.028248 -2.304497 6.245594
C30 -3.374794 -1.275448 5.578619
N1 0.620968 1.311742 2.086150
H1 2.188265 3.773281 2.310311
H2 3.382764 3.092636 1.194267
H3 0.746554 5.300213 -2.069996
H4 1.148108 5.134950 -4.516606
H5 2.551993 3.243673 -5.352905
H6 3.723692 1.758638 -3.806544
H7 3.547097 0.876046 -1.330373
H8 3.531764 5.821249 -0.402211
H9 3.986087 8.109194 0.463044
H10 2.353835 9.211905 1.958712
H11 0.276497 8.028951 2.594937
H12 -0.148528 5.734610 1.740884
H13 3.858587 0.645560 2.071427
H14 2.300631 -1.445728 2.780129
H15 -0.179443 -1.313547 3.840158
H16 -0.718273 -1.658970 2.200673
H17 -2.104128 -1.264514 0.576466
H18 -3.867662 -1.305349 -1.112817
H19 -6.053622 -0.234499 -0.701269
H20 -6.491070 0.844867 1.483144
H21 -4.724194 0.888374 3.207157
H22 -2.644205 -2.874501 2.692138
H23 -3.778397 -4.703415 3.876667
H24 -4.668646 -4.351197 6.160422
H25 -4.427908 -2.138664 7.239587
H26 -3.266500 -0.303782 6.047848
O1 -4.340277 5.381978 -0.873753
C31 -3.377049 4.416974 -0.862632
C32 -2.709908 4.050538 0.293718
C33 -1.768124 3.039861 0.231975
N2 -1.486978 2.377413 -0.897809
C34 -2.119951 2.768477 -1.977513
Br1 -1.671332 1.831251 -3.569361
C35 -3.070827 3.771620 -2.049811
H27 -4.437373 5.711578 0.024679
H28 -2.925183 4.536982 1.240488
H29 -1.227994 2.703030 1.107603
H30 -3.563227 4.039275 -2.972635
S1 3.736520 -1.452837 0.204323
C36 2.413819 -0.451309 0.719776
C37 4.597125 3.100354 -1.458383
O2 2.805796 1.507986 -1.297759
H31 4.642736 3.157906 -0.367319
H32 4.909523 4.056495 -1.877770
H33 5.294329 2.326021 -1.801592
C38 1.104704 -6.105535 -0.297764
C39 0.846800 -4.739905 0.353862
C40 2.013190 -4.371726 1.275992
C41 -0.417597 -4.865456 1.212277
Si1 0.557896 -3.373810 -0.962664
O3 0.075289 -1.997422 -0.327055
C42 2.010593 -3.122173 -2.157588
C43 1.856789 -2.091202 -3.087814
C44 2.860127 -1.749637 -3.982042
C45 4.055188 -2.455271 -3.975912
C46 4.227919 -3.491804 -3.069343
C47 3.219466 -3.814586 -2.171940
C48 -0.818063 -4.096648 -2.080580
C49 -0.553010 -4.741243 -3.291085
C50 -1.575403 -5.259245 -4.077487
C51 -2.895242 -5.152131 -3.660682
C52 -3.183883 -4.508274 -2.464637
C53 -2.152795 -3.982853 -1.696738
H34 1.192707 -6.884570 0.471342
H35 2.027138 -6.108149 -0.882311
H36 0.283195 -6.380332 -0.965608
H37 2.182272 -5.163887 2.019481
H38 1.796261 -3.440008 1.802208
H39 2.938695 -4.206273 0.723310
H40 -0.274745 -5.621905 1.994622
H41 -1.279092 -5.159076 0.604671
H42 -0.648989 -3.912774 1.694638
H43 0.919224 -1.539917 -3.116475
H44 2.709480 -0.935342 -4.681530
H45 4.852482 -2.190643 -4.660694
H46 5.161429 -4.043623 -3.053398
H47 3.398892 -4.610418 -1.459481
H48 0.475760 -4.834885 -3.625280
H49 -1.345264 -5.748509 -5.017894
H50 -3.693993 -5.557741 -4.271752
H51 -4.212020 -4.413897 -2.131604
H52 -2.384687 -3.462458 -0.776474

Cartesian forces, eV/Å:
0.93 -1.41 0.80
-0.38 -0.15 -0.13
0.58 0.46 0.18
-0.58 -0.57 -0.26
0.36 -0.09 0.18
-0.15 0.17 -0.19
0.07 0.02 0.08
-0.12 -0.06 0.03
0.22 0.44 0.04
-0.12 -0.07 0.05
-0.03 0.02 0.06
0.04 0.01 0.00
-0.02 0.03 0.00
0.00 0.01 0.04
0.09 0.00 -0.01
-0.48 -0.24 0.00
0.04 0.23 -0.20
-0.37 -0.30 -0.19
0.05 0.46 -0.08
-0.03 0.42 -0.21
0.22 -0.25 0.00
0.08 0.18 0.00
0.14 0.01 -0.12
0.07 -0.04 -0.02
0.00 0.06 -0.05
-0.14 0.02 0.01
0.10 0.12 0.05
-0.24 0.09 0.13
0.11 0.04 0.09
-0.01 -0.12 0.01
0.01 0.08 0.01
-0.02 -0.07 0.07
0.17 0.00 -0.06
0.08 -0.04 0.14
0.02 0.00 0.00
0.00 -0.01 0.13
-0.04 0.01 -0.11
-0.04 -0.03 0.04
0.02 -0.04 0.01
0.04 0.05 -0.01
-0.05 -0.04 0.25
-0.02 0.02 -0.04
-0.01 -0.02 -0.01
-0.01 0.00 -0.01
-0.01 -0.01 -0.01
-0.01 0.03 0.00
0.04 0.05 -0.12
0.06 -0.03 -0.08
-0.06 -0.11 -0.03
0.06 -0.03 -0.02
0.09 0.06 -0.03
0.08 -0.06 -0.13
0.01 -0.05 0.01
0.02 -0.02 0.03
0.00 0.05 -0.05
0.00 -0.02 -0.02
0.02 0.02 -0.01
-0.01 0.00 -0.02
0.00 0.01 -0.01
-0.01 -0.01 0.02
0.01 0.02 -0.05
0.07 -0.16 -0.16
0.02 0.01 0.37
-0.16 -0.30 -0.19
-0.53 0.46 0.07
0.21 -0.25 0.10
-0.04 -0.01 -0.13
-0.14 0.20 -0.01
-0.01 0.05 0.03
0.02 -0.01 -0.03
0.00 0.03 0.09
0.04 -0.03 -0.02
0.19 0.08 -0.41
-0.24 0.33 0.48
-0.06 -0.19 0.08
0.04 -0.04 -0.06
0.02 0.00 -0.04
-0.01 0.00 -0.03
0.02 0.02 0.02
-0.03 0.13 -0.06
0.14 -0.17 0.04
-0.06 0.01 -0.11
-0.07 0.13 -0.17
0.06 -0.07 0.00
-0.18 0.69 -0.05
-0.05 -0.10 -0.01
-0.13 -0.10 -0.02
0.07 0.00 -0.10
-0.04 0.03 0.06
-0.01 -0.05 -0.02
-0.01 -0.10 -0.12
0.19 0.07 -0.07
-0.02 -0.06 0.02
0.01 -0.04 0.01
-0.02 0.02 -0.03
-0.02 -0.01 0.00
-0.12 -0.02 -0.03
0.01 0.02 0.01
-0.02 -0.05 -0.01
0.03 -0.06 0.00
-0.06 -0.02 0.01
0.09 -0.01 -0.02
-0.01 0.04 0.09
0.01 0.00 0.00
-0.02 -0.03 0.08
-0.02 0.00 0.03
0.02 0.03 -0.03
0.00 0.03 0.05
-0.01 0.01 -0.01
0.00 0.02 0.03
0.01 0.04 0.02
-0.02 0.02 -0.02
0.02 0.01 0.01
0.00 0.01 0.01
0.01 0.02 -0.01
-0.06 0.07 0.09


- Which of these has the lowest calculated total energy?
  C53H52BrN2O3P2SSiSn


- ΔE to the lowest compared entry with this formula, charge and spin of number 1 (C3H6OSi)?
  0.925 eV


- Number 3 is which compound?
  C53H52BrN2O3P2SSiSn